1.
An isolated ion of composition C3H8NO2S and charge -1 in a non-equilibrium geometry, computed with wB97M-V/def2-TZVPD.

Output
frontier orbital gap = 7.34 eV
HOMO energy = -3.4109 eV
charge = -1
energy relative to the best compared isomer or geometry (same formula, charge and spin) = 402.3 kJ/mol

```
15
Properties=species:S:1:pos:R:3:nbo_charge:R:1
C 0.83101 1.89075 0.88212 -1.2170
C -1.17077 -1.01133 -0.60767 -0.6304
C 0.22502 -0.78158 0.05131 -0.2626
N 1.16351 -0.18798 -0.86316 -0.8212
O 2.95929 0.15056 0.86789 -1.0069
O 2.73992 1.76260 -1.02596 -1.0097
S 2.04465 0.98358 0.02533 2.1838
H 0.99906 2.98189 0.67991 0.2098
H 1.04500 1.81964 1.94803 0.1974
H -1.20164 -1.43635 -1.57301 0.1957
H -1.85257 -1.35057 0.17068 0.2018
H -1.44075 -0.00725 -0.84897 0.1994
H 0.12123 0.03335 0.69125 0.2353
H 0.49589 -1.63983 0.55601 0.1717
H 0.63399 0.34059 -1.46297 0.3529
```

2.
A 3-piece molecular cluster, C5H16NO2 overall in a non-equilibrium geometry, computed with wB97M-V/def2-TZVPD.

Output
frontier orbital gap (spin up / spin down) = 10.31 / 6.42 eV
⟨S²⟩ = 0.752
multiplicity = 2
HOMO energy (spin up / spin down) = -18.4989 / -18.4990 eV
charge = +2
energy relative to the best compared isomer or geometry (same formula, charge and spin) = 44.8 kJ/mol

```
24
Properties=species:S:1:pos:R:3:lowdin_spin:R:1
C -1.41409 -0.04893 0.97473 0.0043
C -1.78367 0.35504 -0.44234 0.0684
C -1.30319 -0.47512 -1.55330 0.3880
C -0.31633 -1.45864 -1.50268 0.3461
C 0.13101 -2.41889 -2.49722 0.0740
N -0.21353 0.70910 1.44010 0.0021
H -1.27430 -1.14283 1.13390 0.0003
H -2.23175 0.05114 1.70203 0.0011
H -1.48350 1.39842 -0.63555 0.0221
H -2.88977 0.33010 -0.38021 0.0199
H -1.80807 -0.20409 -2.47537 0.0102
H 0.19187 -1.51038 -0.54243 0.0105
H 1.19771 -2.52053 -2.63988 0.0122
H -0.19852 -2.24378 -3.53360 0.0023
H -0.37445 -3.34681 -2.18416 0.0376
H 0.73966 0.33105 1.27011 0.0003
H -0.11323 0.84755 2.45516 0.0000
H -0.26086 1.64576 1.04335 0.0005
H 2.91061 -0.52159 0.78744 0.0000
H 3.56892 0.52055 1.84026 0.0000
O 2.78498 0.00305 1.59751 0.0001
H 1.76265 3.22696 2.08008 0.0000
H 1.20622 3.56639 0.68226 0.0000
O 1.17160 2.90649 1.37981 0.0000
```

3.
A 5-piece molecular cluster, C15H39O14P3 overall in a non-equilibrium geometry, computed with wB97M-V/def2-TZVPD.

Output
frontier orbital gap = 9.34 eV
HOMO energy = -9.3544 eV
energy relative to the best compared isomer or geometry (same formula, charge and spin) = 527.3 kJ/mol

```
71
Properties=species:S:1:pos:R:3:lowdin_charge:R:1
C -3.41758 0.78248 0.70687 -0.0740
C -3.37558 -0.64852 0.25587 -0.3924
O -4.43258 -1.29752 0.17987 0.0408
C -2.01758 -1.17052 -0.29013 0.0014
H -2.88758 0.99948 1.65587 -0.0522
H -4.53158 1.26448 0.90987 0.1791
H -2.90058 1.47548 -0.05113 0.1070
H -2.30858 -2.21152 -0.71313 0.1448
H -1.29558 -1.39152 0.45087 0.0359
H -1.52258 -0.66152 -0.87213 -0.0833
C 1.60342 -5.61252 -3.00713 0.0264
C 0.23842 -5.40352 -2.27313 -0.4707
O -0.75858 -5.29252 -2.93113 0.0726
C 0.13042 -5.32352 -0.77613 -0.0198
H 2.39842 -4.90952 -2.64013 0.1130
H 1.33042 -5.40752 -3.92313 0.0195
H 1.65242 -6.57952 -2.97513 0.0233
H 0.76642 -4.59452 -0.50613 -0.0033
H 0.33542 -6.32752 -0.17413 0.1364
H -0.93158 -5.07952 -0.48113 0.1009
C -0.76458 -0.22852 -5.11113 -0.1495
O 0.35742 0.57548 -4.81413 -0.2206
P 0.10042 2.05548 -4.27813 0.3086
O -0.45758 2.89148 -5.37613 -0.2463
O -1.00358 1.92748 -3.07513 -0.1825
C -0.68158 1.21448 -1.92313 -0.1219
O 1.33342 2.68548 -3.84013 -0.1705
C 1.41242 4.04948 -3.49613 -0.0567
H -0.47558 -1.07852 -5.84513 0.1102
H -1.42658 0.45848 -5.82713 0.1157
H -1.56358 -0.56652 -4.28813 0.1243
H -1.21558 1.70448 -1.10713 0.0894
H 0.30742 1.48248 -1.61413 0.0780
H -0.74358 0.15648 -1.93413 0.0584
H 2.49942 4.21648 -3.14413 0.1282
H 0.76142 4.19248 -2.80513 0.0077
H 1.20042 4.80348 -4.39913 0.1535
C 1.39342 3.21148 0.87487 -0.0738
O 0.06442 3.11348 1.35987 -0.1729
P -0.21258 2.87748 2.89187 0.5378
O -0.65658 4.18948 3.45387 -0.2576
O -1.31258 1.66948 3.23887 -0.2075
C -2.59558 1.99248 2.81687 -0.2075
O 1.06642 2.50548 3.90387 -0.2281
C 0.80142 2.10148 5.18187 -0.1500
H 2.07142 2.62648 1.35287 0.0407
H 1.77342 4.16548 1.18787 0.1025
H 1.44142 3.38948 -0.09113 0.0377
H -3.20658 2.90748 3.18887 0.1484
H -3.33458 1.18348 2.90387 0.0965
H -2.58458 1.96048 1.63387 0.0585
H 0.55842 1.08648 5.26687 0.0647
H 0.09742 2.78348 5.63887 0.0962
H 1.69642 2.18848 5.74087 0.0828
C 3.94942 0.04048 1.53087 -0.0939
O 3.15342 -0.44052 2.57187 -0.1562
P 1.68642 -0.86152 2.32687 0.5172
O 0.91742 0.29648 1.86887 -0.2357
O 1.49242 -1.95652 1.15487 -0.1839
C 1.13342 -1.60652 -0.11013 -0.1435
O 0.87442 -1.41652 3.71887 -0.2155
C -0.50858 -1.54252 3.66687 -0.1791
H 3.52242 0.87448 0.97687 0.0799
H 4.29742 -0.56952 0.56887 0.1492
H 4.76042 0.24248 2.07187 0.0488
H 0.04042 -1.78052 -0.33313 0.0779
H 1.44842 -2.47052 -0.75013 0.1037
H 1.54442 -0.83552 -0.52613 0.0314
H -0.90358 -2.20052 4.60687 0.1380
H -0.89358 -2.09052 2.70987 0.1035
H -1.29158 -0.78552 3.73387 0.0588
```

4.
A single C3H4NPS molecule in a non-equilibrium geometry, computed with wB97M-V/def2-TZVPD.

Output
frontier orbital gap = 9.05 eV
HOMO energy = -8.8787 eV
energy relative to the best compared isomer or geometry (same formula, charge and spin) = 16.5 kJ/mol

```
10
Properties=species:S:1:pos:R:3:nbo_charge:R:1
C 2.21372 0.15557 -0.40646 -0.8598
C -0.36777 0.03117 0.00277 0.2319
C -1.67059 -0.00790 0.59351 -0.6933
N -0.13326 -0.11064 -1.23016 -0.7965
P 1.41403 -0.14008 -1.83102 0.8746
S 1.18803 0.15033 1.06713 0.2616
H 3.23911 -0.11817 -0.22929 0.2489
H -1.86879 0.91071 1.17336 0.2376
H -1.84474 -0.83652 1.21084 0.2402
H -2.16973 -0.03448 -0.35066 0.2549
```

5.
A 4-piece molecular cluster, C24H34Br2FN2O13S overall in a non-equilibrium geometry, computed with wB97M-V/def2-TZVPD.

Output
frontier orbital gap = 7.81 eV
HOMO energy = -12.6863 eV
charge = +1

```
77
Properties=species:S:1:pos:R:3:lowdin_charge:R:1
C 1.80712 1.39146 2.63031 0.1304
C 0.71537 1.30016 1.87988 -0.0024
C -0.35161 1.42604 0.65566 -0.2472
C 0.41474 2.24843 -0.55096 -0.2627
O -0.17341 2.32001 -1.68346 0.0307
N 1.76825 2.86772 -0.40997 0.1309
C 1.71822 4.32299 -0.70858 -0.2902
O 2.06470 5.18935 0.14730 0.1130
F 1.28220 4.84241 -2.00448 0.0271
C -1.73859 2.18946 0.95023 -0.2060
C -1.80959 3.34793 2.07355 -0.1217
C -3.26909 3.57639 2.72477 -0.1664
C -4.23689 4.57487 1.90090 -0.0936
C -4.25725 4.34113 0.30885 -0.3471
O -3.60358 5.14209 -0.45934 0.0304
O -4.98891 3.28026 -0.36403 0.0016
C -2.72771 0.91810 1.11074 -0.0340
C -1.98084 -0.13279 0.14398 -0.2016
C -2.94976 -1.30575 -0.37077 -0.6002
Br -3.59055 -2.75490 0.82549 0.7355
C -3.35675 -1.23018 -1.77092 -0.5930
C -4.35902 -2.28765 -2.45443 -0.1306
Br -2.62750 0.26363 -2.88737 0.7363
N -0.68226 0.12861 -0.08035 -0.3342
S 0.38850 -0.85185 -1.07232 0.8919
H 2.86181 1.58233 3.08209 0.0977
H 2.33495 2.44233 -1.18713 0.1610
H -2.08677 2.70214 -0.02334 0.1384
H -1.39182 4.33708 1.62166 0.1458
H -1.09953 3.05481 2.95697 0.1195
H -3.08612 4.07949 3.76424 0.1361
H -3.86451 2.61677 2.94310 0.1145
H -4.03439 5.69115 2.10918 0.1377
H -5.32878 4.37985 2.27337 0.1370
H -4.34388 2.75660 -0.91584 0.1005
H -2.47057 0.51118 2.17290 0.1661
H -3.86321 1.06912 1.02872 0.1477
H -4.94824 -1.72604 -3.29216 0.0930
H -5.17786 -2.68595 -1.72451 0.0868
H -3.75992 -3.12557 -2.96655 0.1053
H 0.57122 -0.12513 -2.25957 -0.0657
C -0.39978 3.53526 8.64967 -0.0434
O 0.68176 4.13074 7.93441 0.0042
C 0.57707 4.03905 6.59579 -0.5851
O -0.32796 3.51151 5.98645 0.0976
O 1.65469 4.63652 6.05062 0.0056
C 1.67548 4.61375 4.62579 -0.0449
H -0.20992 3.66865 9.71601 0.0980
H -1.34338 4.02864 8.40290 0.0988
H -0.45680 2.46387 8.44078 0.0983
H 0.81409 5.14981 4.21894 0.0979
H 1.70104 3.58458 4.25711 0.0591
H 2.58349 5.12065 4.29433 0.1011
C 4.03368 -6.48241 -0.69161 -0.0415
O 3.33811 -5.25136 -0.88955 -0.0315
C 3.95580 -4.39619 -1.72718 -0.6276
O 5.00526 -4.59066 -2.29318 0.1444
O 3.19821 -3.28360 -1.82297 -0.0415
C 3.73586 -2.28219 -2.68399 -0.0400
H 3.44696 -7.09157 -0.00167 0.1012
H 4.13146 -7.02638 -1.63475 0.0974
H 5.01478 -6.30329 -0.24484 0.1048
H 3.82153 -2.65821 -3.70676 0.1063
H 4.70518 -1.93671 -2.31588 0.1058
H 3.04653 -1.43520 -2.68548 0.0674
C 1.89544 -5.85247 -3.39344 -0.0229
O 2.22017 -6.42813 -4.65664 0.0177
C 1.81925 -5.69806 -5.71551 -0.5824
O 1.23185 -4.63970 -5.66809 0.1095
O 2.18569 -6.35015 -6.83483 0.0025
C 1.82280 -5.68731 -8.04508 -0.0445
H 2.26314 -6.52112 -2.61503 0.0857
H 2.38391 -4.88419 -3.27534 0.0780
H 0.81228 -5.75591 -3.28073 0.1117
H 2.31006 -4.71121 -8.11120 0.0985
H 0.73715 -5.58397 -8.11766 0.0986
H 2.16690 -6.30118 -8.87923 0.0970
```